(1)
Below is a structure of composition C4H6BrClO, with properties calculated with ωB97M-V/def2-TZVPD.

XYZ file:
```
13
Properties=species:S:1:pos:R:3:mulliken_charge:R:1
C 0.04 -0.08 -0.07 1.564
C 1.22 -0.30 0.70 -0.368
C 0.14 0.87 -1.20 -1.225
C -1.33 -0.52 0.32 -1.187
O 1.03 -1.24 -0.21 -0.331
Cl 0.70 -0.95 2.90 -0.375
Br 2.89 0.63 1.01 -0.049
H 0.25 0.45 -2.24 0.285
H 0.96 1.59 -1.17 0.393
H -0.89 1.46 -1.12 0.274
H -1.71 -1.21 -0.55 0.260
H -1.88 0.36 0.30 0.411
H -1.41 -1.06 1.33 0.348
```

## Properties
- Frontier orbital gap: 9.19 eV
- LUMO level: -0.779 eV

***

(2)
Below is the molecule C4H6BrI, with properties calculated with ωB97M-V/def2-TZVPD.

XYZ file:
```
12
Properties=species:S:1:pos:R:3:mulliken_charge:R:1
C 0.46 0.58 0.72 -0.455
C -0.13 0.78 -0.66 -0.527
C 0.79 -0.91 0.84 -0.428
C -1.04 -0.41 -0.92 -0.633
Br 2.25 -1.61 -0.07 -0.122
I -2.87 -0.56 0.05 0.051
H 1.34 1.21 0.90 0.350
H -0.28 0.80 1.48 0.257
H -0.66 1.74 -0.77 0.356
H 0.66 0.75 -1.41 0.272
H 0.50 -1.46 1.72 0.417
H -1.02 -0.90 -1.88 0.462
```

## Properties
- Frontier orbital gap (alpha / beta): 8.12 / 8.92 eV
- LUMO level (alpha / beta): 0.561 / -0.812 eV
- ⟨S²⟩: 2.010
- 2S+1: 3